(1)
The following is a quantum chemistry calculation of a 5-piece molecular cluster, C41H76F5N4O7 overall, from the Open Molecules 2025 dataset.

Summary:
- charge = +1
- E_HOMO (eV) = -10.92

Positions of all 133 atoms, in Å:
1 C 6.2992 -1.6339 3.5745
2 C 5.5208 -2.9500 3.0356
3 C 6.2907 -3.5778 1.7632
4 C 6.9889 -2.4583 0.8190
5 C 5.9269 -1.3684 0.2532
6 C 5.3637 -1.8908 -1.1670
7 C 4.5525 -0.7839 -1.9990
8 C 3.4092 -0.0227 -1.1174
9 C 3.8853 1.5046 -0.9005
10 C 2.9448 2.3603 0.0781
11 C 3.4136 2.2893 1.6412
12 C 2.5333 1.2314 2.4970
13 C 1.4401 1.9111 3.4522
14 C 0.8431 0.9521 4.5926
15 C 0.4927 -0.5396 4.1123
16 N -0.9746 -0.9016 4.2435
17 C -1.8926 -0.6356 3.3321
18 N -3.3093 -0.9403 3.3880
19 N -3.7553 -1.4663 4.5736
20 C -3.4490 -2.8742 4.7937
21 O -2.5833 -3.5582 4.2331
22 F -4.2097 -3.5243 5.8268
23 C -5.1387 -1.0949 4.9269
24 O -6.1705 -1.3971 4.3203
25 F -5.2998 -0.3417 6.1379
26 C -3.8791 -1.5385 2.1447
27 C -2.7703 -1.8096 0.9769
28 C -2.1396 -3.2947 1.0393
29 O -0.7175 -3.2768 1.4153
30 C -0.2604 -4.5867 1.7563
31 C 0.2212 -4.7945 3.2328
32 C 0.7130 -6.1335 3.8292
33 C 0.7328 -7.3846 2.8923
34 C 0.3033 -7.1829 1.4206
35 C -0.1942 -5.8141 0.8147
36 C -1.6823 -0.6341 0.8569
37 N -1.4119 0.1188 2.1257
38 C -2.0113 1.4699 2.1238
39 F -1.3042 2.3161 1.2431
40 F -1.9341 1.9692 3.4716
41 F -3.3854 1.5108 1.7781
42 H 6.0226 -0.7148 2.9567
43 H 7.4214 -1.8473 3.4997
44 H 6.0235 -1.4781 4.6842
45 H 5.4743 -3.7090 3.9020
46 H 4.4430 -2.6414 2.7659
47 H 7.1137 -4.2838 2.1686
48 H 5.5915 -4.2319 1.1201
49 H 7.8852 -1.9562 1.3399
50 H 7.4160 -3.0190 -0.0944
51 H 6.4504 -0.3545 0.0441
52 H 5.0637 -1.1712 0.9783
53 H 6.2903 -2.1880 -1.7989
54 H 4.7395 -2.8476 -1.0521
55 H 5.3066 0.0153 -2.3293
56 H 4.0855 -1.2558 -2.9385
57 H 3.1716 -0.5837 -0.1504
58 H 2.4467 -0.0381 -1.7631
59 H 3.8993 1.9790 -1.9575
60 H 4.9785 1.4735 -0.5621
61 H 1.8688 2.0056 -0.0804
62 H 2.9820 3.4522 -0.3032
63 H 4.4787 1.8367 1.6012
64 H 3.3866 3.3332 2.1029
65 H 3.1929 0.4442 3.0344
66 H 1.9407 0.6200 1.7064
67 H 0.5980 2.4371 2.8609
68 H 1.9855 2.7713 4.0084
69 H -0.0429 1.5120 5.0728
70 H 1.6363 0.8679 5.4258
71 H 1.0673 -1.2600 4.8058
72 H 0.8109 -0.7963 3.0481
73 H -1.2419 -1.3856 5.1114
74 H -4.5804 -0.7382 1.6828
75 H -4.5244 -2.4689 2.2769
76 H -3.3862 -1.7796 -0.0041
77 H -2.7590 -4.0438 1.6436
78 H -2.1504 -3.6929 -0.0507
79 H 0.1880 -3.8825 3.9413
80 H 1.0057 -6.1578 4.9405
81 H 1.0618 -8.3755 3.3458
82 H 0.3475 -8.0821 0.7254
83 H -0.4990 -5.7166 -0.2791
84 H -0.6744 -0.9473 0.4204
85 H -2.1177 0.1376 0.1091
86 C -5.3801 0.5514 -3.7124
87 C -4.1343 0.4581 -2.8462
88 C -3.3492 1.7596 -2.8628
89 O -3.3048 -0.6011 -3.3209
90 H -5.1159 0.7501 -4.7559
91 H -5.9284 -0.3943 -3.7003
92 H -6.0450 1.3450 -3.3644
93 H -4.4175 0.2144 -1.8169
94 H -3.0137 2.0024 -3.8760
95 H -2.4502 1.6734 -2.2450
96 H -3.9534 2.5898 -2.4877
97 H -3.0487 -0.3937 -4.2298
98 C 8.6807 3.8349 -1.8932
99 C 8.1241 2.6405 -1.1347
100 C 9.2228 1.6534 -0.7727
101 O 7.1427 1.9847 -1.9365
102 H 9.1468 3.5186 -2.8320
103 H 7.8789 4.5300 -2.1569
104 H 9.4249 4.3693 -1.2971
105 H 7.6238 2.9838 -0.2245
106 H 9.7077 1.2615 -1.6727
107 H 8.8069 0.7946 -0.2381
108 H 9.9833 2.1224 -0.1431
109 H 7.5753 1.6770 -2.7448
110 C -8.9454 1.3231 -7.4343
111 C -8.1358 0.5228 -6.4264
112 C -8.7744 -0.8298 -6.1524
113 O -8.0375 1.2567 -5.2068
114 H -9.9549 1.5178 -7.0579
115 H -8.4815 2.2969 -7.6130
116 H -9.0246 0.7934 -8.3871
117 H -7.1188 0.3797 -6.8026
118 H -9.7780 -0.7097 -5.7316
119 H -8.1884 -1.3894 -5.4179
120 H -8.8486 -1.4240 -7.0667
121 H -8.9324 1.3889 -4.8656
122 C -6.1251 5.9018 -3.3341
123 C -4.6595 5.8908 -2.9287
124 C -4.5025 5.9171 -1.4161
125 O -4.0032 7.0234 -3.4926
126 H -6.6218 6.8104 -2.9783
127 H -6.2222 5.8944 -4.4230
128 H -6.6535 5.0343 -2.9299
129 H -4.1733 4.9983 -3.3332
130 H -4.9427 6.8261 -0.9936
131 H -3.4443 5.9204 -1.1400
132 H -4.9822 5.0499 -0.9539
133 H -4.4261 7.8185 -3.1411

Results of the Löwdin charge analysis, in e, for atoms 1 through 4: -0.137, -0.259, -0.212, -0.211

(2)
The following is a quantum chemistry calculation of a 8-piece molecular cluster, C41H76N8O11P overall, from the Open Molecules 2025 dataset.

Summary:
- charge = +1
- E_HOMO (eV) = -10.39

Positions of all 137 atoms, in Å:
1 C -1.2422 -5.7337 1.9611
2 C -2.4602 -5.6745 0.9587
3 O -2.8511 -4.3470 0.5966
4 C -3.7347 -3.7682 1.5758
5 C -4.4674 -2.4944 0.9596
6 O -4.6872 -1.4662 1.9390
7 C -3.8034 -0.3560 1.7427
8 C -2.3115 -0.8374 1.9473
9 C -1.5011 -1.0741 0.7465
10 C -0.1066 -1.5482 0.9076
11 O 0.6895 -1.7831 -0.2196
12 C 2.0581 -1.5119 0.0686
13 O 2.4842 -0.3895 0.0913
14 C 3.0372 -2.6643 0.3901
15 C 3.8978 -2.7061 1.5840
16 C 4.8058 -3.8246 1.8822
17 C 4.8838 -4.9693 0.9569
18 C 4.0264 -4.9603 -0.2484
19 C 3.1228 -3.8299 -0.5270
20 C 0.3960 -1.7588 2.2728
21 N -0.4209 -1.5177 3.3778
22 C -1.7232 -1.0609 3.3021
23 P -2.8361 -0.6833 4.7620
24 C -2.6383 1.1905 5.0190
25 C -2.2123 -1.4840 6.3355
26 C -0.7226 -1.0419 6.7644
27 H -0.6715 -6.7024 1.8278
28 H -0.5094 -4.9154 1.7053
29 H -1.5554 -5.7007 3.0369
30 H -2.1447 -6.1748 -0.0058
31 H -3.3091 -6.2969 1.3702
32 H -3.1107 -3.5014 2.4766
33 H -4.5094 -4.5510 1.8445
34 H -5.4686 -2.8563 0.6062
35 H -3.8578 -2.1323 0.0894
36 H -4.0896 0.4856 2.4302
37 H -3.9295 0.0273 0.6830
38 H -1.9883 -0.8622 -0.2387
39 H 3.8731 -1.8729 2.3261
40 H 5.4389 -3.8681 2.8054
41 H 5.5898 -5.8018 1.2061
42 H 4.0649 -5.8274 -0.9459
43 H 2.4505 -3.8139 -1.4178
44 H 1.4459 -2.1051 2.4693
45 H 0.0097 -1.6759 4.2897
46 H -3.1633 1.5464 5.9392
47 H -3.0534 1.6641 4.0832
48 H -1.5307 1.4045 5.0325
49 H -2.8760 -1.0886 7.1640
50 H -2.3422 -2.6026 6.3632
51 H -0.6911 -0.7439 7.8514
52 H -0.3584 -0.1734 6.1381
53 H -0.0115 -1.8964 6.5516
54 C -4.2779 -1.4644 -3.0375
55 C -4.8487 -0.3401 -2.2232
56 O -4.4764 -0.1097 -1.0667
57 N -5.7977 0.4313 -2.7917
58 C -6.3569 0.3177 -4.1213
59 H -3.5282 -1.9939 -2.4488
60 H -5.0676 -2.1701 -3.3067
61 H -3.7971 -1.0681 -3.9363
62 H -6.1382 1.1690 -2.1888
63 H -6.1766 1.2534 -4.6531
64 H -7.4341 0.1648 -4.0308
65 H -5.9205 -0.5055 -4.6804
66 C -4.9016 4.2557 -3.2047
67 C -5.9876 4.1413 -2.1666
68 O -6.9971 3.4737 -2.3512
69 N -5.8189 4.8096 -0.9956
70 C -4.7031 5.6434 -0.5958
71 H -5.1783 3.6702 -4.0795
72 H -4.7800 5.2967 -3.5094
73 H -3.9612 3.8655 -2.8106
74 H -6.5839 4.6880 -0.3488
75 H -4.2666 5.2257 0.3138
76 H -5.0787 6.6453 -0.3798
77 H -3.9398 5.7037 -1.3664
78 C 5.8167 -0.3981 -0.4337
79 C 6.4480 -0.3120 0.9302
80 O 6.0471 -0.9788 1.8837
81 N 7.4918 0.5354 1.0894
82 C 8.1023 1.3986 0.0976
83 H 4.9988 -1.1134 -0.4067
84 H 5.4160 0.5745 -0.7246
85 H 6.5506 -0.7387 -1.1665
86 H 7.8657 0.5420 2.0270
87 H 9.1561 1.1291 0.0058
88 H 8.0298 2.4301 0.4478
89 H 7.6222 1.3119 -0.8729
90 C -1.0344 1.0016 -6.6828
91 C -1.3628 0.3816 -5.3501
92 O -2.5000 0.0368 -5.0547
93 N -0.3475 0.2092 -4.4629
94 C 1.0518 0.5508 -4.6283
95 H -1.9424 1.0732 -7.2784
96 H -0.6327 2.0066 -6.5418
97 H -0.3160 0.3803 -7.2204
98 H -0.6398 -0.2106 -3.5932
99 H 1.6462 -0.3581 -4.5162
100 H 1.3320 1.2555 -3.8429
101 H 1.2532 0.9950 -5.5988
102 C 7.6580 3.9484 5.2646
103 C 7.1141 3.1570 4.1038
104 O 7.1266 3.5874 2.9573
105 N 6.5973 1.9260 4.3589
106 C 6.4931 1.2459 5.6344
107 H 8.0334 4.9038 4.9030
108 H 6.8679 4.1402 5.9927
109 H 8.4817 3.4088 5.7354
110 H 6.2522 1.4563 3.5330
111 H 7.0414 0.3041 5.5706
112 H 5.4404 1.0290 5.8265
113 H 6.8930 1.8411 6.4505
114 C 8.7993 6.3475 -0.5080
115 C 7.4330 6.8286 -0.9249
116 O 7.1995 7.2197 -2.0588
117 N 6.4447 6.8165 0.0100
118 C 6.5287 6.3911 1.3942
119 H 9.4773 6.4159 -1.3565
120 H 9.1889 6.9722 0.2978
121 H 8.7499 5.3053 -0.1867
122 H 5.5588 7.1511 -0.3372
123 H 5.8161 5.5797 1.5482
124 H 6.2510 7.2340 2.0314
125 H 7.5241 6.0500 1.6611
126 C -6.6515 -4.7537 -5.2335
127 C -7.2239 -3.6248 -4.4165
128 O -6.8523 -3.3955 -3.2722
129 N -8.1818 -2.8498 -4.9891
130 C -8.7464 -2.9633 -6.3196
131 H -5.9022 -5.2786 -4.6441
132 H -7.4383 -5.4608 -5.5021
133 H -6.1727 -4.3625 -6.1332
134 H -8.5191 -2.1149 -4.3853
135 H -8.5678 -2.0276 -6.8530
136 H -9.8231 -3.1175 -6.2273
137 H -8.3118 -3.7858 -6.8804

Results of the Löwdin charge analysis, in e, for atoms 1 through 4: -0.086, -0.269, -0.187, -0.162